{"formula": "C24H46O24", "method": "ωB97M-V/def2-TZVPD", "elements": ["C", "O", "C", "O", "O", "C", "H", "H", "H", "H", "H", "H", "C", "O", "C", "O", "O", "C", "H", "H", "H", "H", "H", "H", "C", "O", "C", "O", "O", "C", "H", "H", "H", "H", "H", "H", "C", "O", "C", "O", "O", "C", "H", "H", "H", "H", "H", "H", "C", "O", "C", "O", "O", "C", "H", "H", "H", "H", "H", "H", "C", "O", "C", "O", "O", "C", "H", "H", "H", "H", "H", "H", "C", "O", "C", "O", "O", "C", "H", "H", "H", "H", "H", "H", "O", "C", "O", "C", "C", "O", "H", "H", "H", "H"], "xyz": [[0.4312, 3.8586, 2.5484], [0.8816, 3.7293, 3.8968], [2.0183, 4.2545, 4.3399], [2.8453, 4.8954, 3.6446], [2.0602, 3.9764, 5.6420], [3.1509, 4.3236, 6.3999], [0.2437, 4.8801, 2.2177], [-0.4893, 3.3026, 2.3706], [1.1783, 3.3001, 1.9844], [2.9781, 3.8976, 7.3882], [3.3391, 5.3898, 6.5256], [4.0374, 3.8668, 5.9600], [0.5374, 3.9406, -3.3297], [-0.0647, 5.0836, -2.7161], [-0.7303, 6.0273, -3.3888], [-0.6880, 6.3156, -4.5523], [-1.3829, 6.7408, -2.4720], [-2.3403, 7.8182, -2.8015], [1.0560, 4.2257, -4.2451], [-0.0802, 3.0853, -3.6035], [1.2229, 3.3981, -2.6786], [-2.1361, 8.1847, -3.8075], [-2.3652, 8.6604, -2.1101], [-3.2878, 7.2964, -2.6667], [2.3250, -8.1633, -2.0815], [2.4560, -9.4246, -2.7875], [3.5320, -9.7967, -3.4425], [4.5430, -9.1675, -3.5403], [3.2644, -10.9505, -3.9173], [4.1434, -11.5612, -4.8234], [2.8414, -8.3447, -1.1388], [1.2629, -8.0505, -1.8636], [2.7707, -7.3405, -2.6404], [5.0972, -11.6848, -4.3105], [4.2058, -11.0282, -5.7721], [3.8404, -12.5879, -5.0290], [7.7095, 5.0209, -4.8975], [7.3415, 3.6825, -4.9042], [6.9321, 3.0466, -3.7572], [6.9448, 3.3812, -2.5970], [6.6300, 1.7420, -4.1386], [6.3767, 0.7510, -3.2073], [8.2321, 5.2864, -3.9785], [6.8441, 5.6764, -4.9948], [8.3649, 5.1972, -5.7504], [5.4504, 1.0283, -2.7041], [7.1522, 0.5259, -2.4752], [6.2062, -0.0753, -3.8975], [-4.5457, 4.3355, -0.2652], [-4.7063, 3.8773, -1.5941], [-4.7117, 2.5976, -1.8041], [-4.8614, 1.7025, -0.9763], [-4.3944, 2.3321, -3.1306], [-4.5002, 1.0066, -3.6235], [-4.1297, 5.3428, -0.2461], [-4.0105, 3.6385, 0.3796], [-5.4877, 4.4544, 0.2702], [-5.5072, 0.6040, -3.7333], [-3.9858, 0.2684, -3.0083], [-4.0390, 1.0166, -4.6111], [-6.2454, 0.6324, 4.4297], [-5.5602, 0.5056, 5.7041], [-4.3626, 1.0448, 5.8050], [-3.8036, 1.8070, 5.0262], [-3.7318, 0.4442, 6.7524], [-2.3599, 0.6118, 6.9928], [-5.6926, 0.2117, 3.5897], [-6.4403, 1.6870, 4.2354], [-7.2108, 0.1310, 4.4981], [-2.0542, -0.2317, 7.6117], [-2.3151, 1.4341, 7.7068], [-1.6251, 0.7110, 6.1937], [2.9498, -2.9077, -0.6222], [1.9091, -2.6931, 0.3268], [1.0582, -1.6920, 0.1558], [1.2084, -0.6449, -0.5672], [0.1204, -1.8565, 1.0586], [-1.0131, -1.0848, 0.8994], [3.5729, -3.7319, -0.2750], [3.7364, -2.1536, -0.5936], [2.6197, -3.0159, -1.6554], [-1.6150, -1.4940, 1.7108], [-1.4854, -1.3620, -0.0430], [-0.8859, -0.0041, 0.9622], [-6.3421, -4.1791, 3.9218], [-5.3571, -4.7523, 3.3711], [-4.7644, -5.9068, 3.8197], [-3.6965, -6.2787, 2.9890], [-3.9632, -5.4426, 1.7304], [-4.7635, -4.3936, 2.1654], [-2.8040, -5.9448, 3.5183], [-3.5615, -7.3381, 2.7709], [-4.4985, -5.8817, 0.8886], [-3.0261, -5.0206, 1.3673]], "lumo_energy_ha": 0.00175, "charge": 0, "de_lowest_ev": 4.975, "homo_ev": -10.44, "gap_ev": 10.49}

{"formula": "C24H47Br16N6O6P2", "method": "ωB97M-V/def2-TZVPD", "elements": ["C", "C", "N", "C", "N", "N", "O", "C", "N", "C", "P", "N", "O", "O", "C", "C", "O", "O", "C", "P", "N", "O", "H", "H", "H", "H", "H", "H", "H", "H", "H", "H", "H", "H", "H", "H", "H", "Br", "C", "C", "Br", "H", "H", "H", "H", "Br", "C", "C", "Br", "H", "H", "H", "H", "Br", "C", "C", "Br", "H", "H", "H", "H", "Br", "C", "C", "Br", "H", "H", "H", "H", "Br", "C", "C", "Br", "H", "H", "H", "H", "Br", "C", "C", "Br", "H", "H", "H", "H", "Br", "C", "C", "Br", "H", "H", "H", "H", "Br", "C", "C", "Br", "H", "H", "H", "H"], "xyz": [[3.8554, 1.2460, -0.8722], [2.4059, 1.4491, -0.1809], [1.7048, 2.6949, -0.6889], [1.4977, 3.5205, 0.5307], [2.3211, 4.6676, 0.6490], [2.1657, 5.4299, 1.7137], [3.0120, 6.5205, 1.7222], [2.5108, 7.4058, 0.6957], [1.9132, 8.3139, 0.1637], [1.3335, 5.3533, 2.8745], [1.4099, 6.7079, 4.2164], [2.7091, 6.3812, 5.0927], [-0.0369, 6.7698, 5.1547], [1.5018, 8.2837, 3.5136], [0.3701, 4.0872, 2.9488], [-0.5789, 3.8313, 4.2045], [-0.8455, 2.4537, 4.5098], [0.2518, 1.8293, 5.0128], [0.4884, 3.1902, 1.6768], [-0.6189, 1.6455, 1.4958], [-2.2381, 2.2775, 1.9407], [-0.8030, 1.1760, -0.1369], [4.4084, 2.2237, -1.0896], [3.7069, 0.6191, -1.8166], [4.4689, 0.6053, -0.1268], [1.7400, 0.5276, -0.3608], [2.5637, 1.5079, 0.9664], [2.3664, 3.1716, -1.3240], [3.3118, 7.2191, 4.9833], [0.2306, 6.3399, 6.0128], [2.3734, 8.6908, 3.7183], [-1.5701, 4.4298, 4.1816], [-0.0127, 4.2482, 5.1297], [0.0789, 0.8514, 4.9554], [-2.7015, 1.4703, 2.4144], [-2.7778, 2.3643, 1.0498], [-1.1754, 1.9030, -0.6899], [-1.7800, -1.7407, -4.4775], [-1.5061, -2.2673, -2.6212], [-0.5628, -1.3230, -1.9185], [1.2876, -1.6641, -2.4272], [-1.1552, -3.2996, -2.6315], [-2.4975, -2.2297, -2.1660], [-0.5939, -1.4805, -0.8391], [-0.7631, -0.2739, -2.1328], [6.5010, -3.5645, -4.2789], [4.9988, -4.7824, -4.5132], [3.7652, -4.2683, -3.8145], [3.8738, -4.5571, -1.8889], [5.3229, -5.7601, -4.1541], [4.8382, -4.8317, -5.5917], [2.8815, -4.8225, -4.1356], [3.5940, -3.2025, -3.9675], [-5.9030, 4.2264, -1.0407], [-6.2420, 3.9612, 0.8602], [-5.9333, 5.2081, 1.6509], [-4.0114, 5.4344, 1.8879], [-5.6541, 3.0970, 1.1701], [-7.3033, 3.7157, 0.9280], [-6.3377, 5.1325, 2.6618], [-6.3058, 6.1200, 1.1838], [-7.4424, 0.5953, -0.5738], [-8.8108, 1.6506, -1.4769], [-10.0367, 0.8215, -1.7692], [-9.7468, -0.3543, -3.2971], [-8.3496, 2.0707, -2.3712], [-9.0500, 2.4588, -0.7832], [-10.8727, 1.4598, -2.0571], [-10.3398, 0.1899, -0.9352], [8.1528, -7.6973, -4.6560], [9.4249, -6.4265, -3.9036], [9.4372, -6.4916, -2.3963], [7.8840, -5.5900, -1.6395], [9.1582, -5.4426, -4.2909], [10.3945, -6.7213, -4.3093], [10.3000, -5.9569, -1.9952], [9.4350, -7.5101, -2.0075], [1.2454, -5.0546, 1.2454], [2.6097, -6.3462, 0.7240], [2.2900, -7.7226, 1.2519], [2.6959, -7.8633, 3.1532], [3.5661, -5.9591, 1.0773], [2.6017, -6.3414, -0.3664], [2.9186, -8.4741, 0.7711], [1.2426, -7.9994, 1.1289], [-16.1909, 0.9837, -2.8040], [-14.3494, 0.6721, -3.3603], [-13.6870, -0.3748, -2.4996], [-13.1787, 0.3539, -0.7637], [-13.8417, 1.6367, -3.3343], [-14.4191, 0.3309, -4.3948], [-12.7514, -0.7092, -2.9521], [-14.3212, -1.2404, -2.3075], [7.1038, -3.6712, 1.3598], [8.7385, -3.2030, 2.3121], [9.5702, -4.4270, 2.6049], [8.8339, -5.4418, 4.0971], [8.4400, -2.6591, 3.2086], [9.2729, -2.5261, 1.6429], [10.5746, -4.1424, 2.9232], [9.6426, -5.1116, 1.7593]], "lumo_energy_ha": -0.19533, "charge": 1, "de_lowest_ev": 5.223, "homo_ev": -10.89, "gap_ev": 5.58}

{"formula": "C24H48AsF6O24RbTl", "method": "ωB97M-V/def2-TZVPD", "elements": ["Rb", "Tl", "As", "F", "F", "F", "F", "F", "F", "C", "O", "C", "O", "O", "C", "H", "H", "H", "H", "H", "H", "C", "O", "C", "O", "O", "C", "H", "H", "H", "H", "H", "H", "C", "O", "C", "O", "O", "C", "H", "H", "H", "H", "H", "H", "C", "O", "C", "O", "O", "C", "H", "H", "H", "H", "H", "H", "C", "O", "C", "O", "O", "C", "H", "H", "H", "H", "H", "H", "C", "O", "C", "O", "O", "C", "H", "H", "H", "H", "H", "H", "C", "O", "C", "O", "O", "C", "H", "H", "H", "H", "H", "H", "C", "O", "C", "O", "O", "C", "H", "H", "H", "H", "H", "H"], "xyz": [[-2.4447, -5.1349, 0.4863], [2.2982, -3.5939, 3.6275], [-0.1922, -1.3515, 0.2607], [0.4927, -2.4207, 1.4660], [0.8233, -2.1333, -0.9252], [-0.8923, -0.4367, -1.0301], [-1.3630, -0.7278, 1.4026], [0.9009, -0.0560, 0.6458], [-1.3646, -2.6384, -0.0635], [-0.3364, 1.8188, -3.4968], [0.3835, 3.0373, -3.5886], [-0.1706, 4.2187, -3.6634], [-1.3335, 4.4478, -3.8646], [0.8114, 5.1247, -3.5277], [0.4127, 6.4939, -3.6342], [-1.2375, 1.9433, -4.0975], [-0.5548, 1.6061, -2.4428], [0.3888, 1.0552, -3.7764], [-0.1749, 6.8602, -2.7914], [-0.1168, 6.5281, -4.5959], [1.2901, 7.1286, -3.7311], [-4.5253, -1.6563, -1.2611], [-4.1541, -2.0361, -2.5541], [-3.7456, -3.2804, -2.7608], [-3.7145, -4.1989, -1.9855], [-3.4046, -3.4785, -4.0314], [-3.3567, -2.4049, -4.9868], [-5.5632, -1.8401, -0.9569], [-4.4462, -0.5697, -1.1940], [-3.9607, -2.0958, -0.4358], [-4.2546, -1.7905, -4.9126], [-3.4218, -2.8457, -5.9763], [-2.4538, -1.8348, -4.7857], [-7.0396, 1.1418, 0.3770], [-5.9567, 1.8935, -0.1934], [-4.8044, 1.9178, 0.4177], [-4.5386, 1.2713, 1.4226], [-3.9751, 2.7006, -0.2663], [-2.5695, 2.5720, -0.0765], [-7.0875, 1.2959, 1.4550], [-6.7888, 0.0845, 0.2648], [-7.9911, 1.3909, -0.0728], [-2.2053, 1.5471, -0.1186], [-2.2227, 3.1023, 0.8126], [-2.0765, 3.1305, -0.8739], [-2.2288, 1.9359, 3.7628], [-1.9002, 3.2112, 4.2551], [-0.6860, 3.6684, 4.3227], [0.2904, 3.3018, 3.7071], [-0.6793, 4.6907, 5.1897], [0.4574, 5.4861, 5.3663], [-1.5936, 1.1934, 4.2594], [-2.0218, 1.8748, 2.6844], [-3.2260, 1.5225, 3.8969], [0.2338, 6.3121, 6.0393], [0.8806, 5.8433, 4.4258], [1.2234, 4.9093, 5.9088], [0.4698, -2.5291, -3.7887], [0.3822, -2.7014, -5.2140], [1.3022, -2.1978, -6.0105], [2.3441, -1.7176, -5.6411], [0.9030, -2.3231, -7.2569], [1.7819, -1.7990, -8.2728], [1.3496, -2.9975, -3.3571], [-0.3827, -3.0849, -3.4012], [0.3433, -1.4726, -3.5782], [1.3652, -2.1621, -9.2094], [2.8180, -2.1290, -8.2572], [1.7117, -0.7140, -8.2456], [3.1258, -4.2803, -0.7793], [4.3702, -3.6124, -0.8023], [4.7390, -2.9506, 0.3007], [4.1004, -2.8944, 1.3193], [5.9013, -2.3745, 0.1778], [6.6563, -2.4193, -1.0334], [2.7577, -4.3163, -1.8049], [2.3774, -3.7903, -0.1572], [3.2514, -5.3251, -0.4881], [7.4237, -1.6487, -1.0017], [6.0504, -2.1101, -1.8868], [7.1070, -3.3945, -1.1895], [2.9041, 1.8974, 3.2730], [4.0964, 1.1883, 3.0674], [4.0819, -0.1358, 2.9974], [3.1361, -0.8404, 3.2604], [5.2489, -0.6325, 2.6976], [6.4322, 0.1457, 2.7497], [2.7135, 1.9837, 4.3533], [2.0479, 1.2939, 2.9581], [2.7325, 2.8847, 2.8542], [6.5829, 0.5556, 3.7506], [6.4243, 1.0480, 2.1298], [7.2769, -0.4373, 2.4012], [0.7116, 0.0758, 6.2283], [-0.6109, -0.1865, 5.7419], [-0.7395, -1.2528, 4.9745], [0.1711, -1.9435, 4.6090], [-2.0253, -1.2176, 4.5435], [-2.5688, -2.2300, 3.7096], [0.9941, -0.6750, 6.9618], [0.6789, 1.0536, 6.7022], [1.4525, 0.1396, 5.4316], [-3.0460, -3.0373, 4.2680], [-1.8134, -2.7426, 3.1062], [-3.2440, -1.7256, 3.0242]], "lumo_energy_ha": -0.55130, "charge": 3, "de_lowest_ev": 0.000, "homo_ev": -16.60, "gap_ev": 1.60}